1.
C15H18 | ωB97M-V/def2-TZVPD

Geometry as XYZ:
```
33
Properties=species:S:1:pos:R:3:forces:R:3
C -0.867 2.281 -0.010 1.8 1.4 0.8
C -1.746 2.241 1.248 -2.8 1.7 -0.3
C 0.728 2.186 0.033 -3.5 -1.8 0.1
C 1.477 2.827 -0.986 -0.1 -0.8 3.2
C 1.261 1.221 0.903 -0.6 1.1 -0.4
C 2.834 2.726 -0.876 -0.2 -2.7 2.3
C 2.637 1.186 0.928 -0.6 -3.8 2.8
C 3.456 1.840 0.076 -1.8 1.5 -1.4
H -1.173 1.475 -0.657 -0.3 0.5 -0.7
H -1.045 3.331 -0.273 -0.1 -0.6 -1.5
H -1.305 1.974 2.175 0.7 0.2 0.9
H 1.030 3.516 -1.647 -0.5 0.6 -0.7
H 0.718 0.446 1.559 0.4 1.9 -1.1
H 3.352 3.331 -1.486 2.4 1.7 -2.2
H 2.871 0.369 1.717 1.1 1.5 -1.6
H 4.448 1.528 0.081 1.9 0.4 -0.2
H -2.559 1.498 1.129 0.4 0.3 -0.1
H -2.398 3.309 1.342 2.0 -2.9 0.1
C -1.440 -3.125 1.725 -2.3 0.4 1.0
C -1.117 -1.392 -0.092 -0.4 1.8 3.0
C -0.897 -2.649 0.445 0.4 -1.2 -2.6
C -0.945 -1.051 -1.397 -0.5 1.2 -2.0
C -0.425 -3.549 -0.534 -0.5 -0.3 -1.7
C -0.495 -1.915 -2.417 -0.8 -0.8 3.0
C -0.378 -3.239 -1.939 1.5 1.8 0.7
H -1.329 -0.536 0.657 -0.3 -1.5 -1.4
H -1.391 -0.085 -1.656 0.9 0.0 -0.2
H -0.902 -3.833 2.293 1.1 -0.9 0.3
H -2.471 -3.593 1.610 1.2 0.4 -0.4
H -0.119 -4.566 -0.302 -0.4 0.0 0.3
H -0.157 -1.552 -3.377 -0.5 -0.3 -0.2
H 0.018 -3.881 -2.690 0.2 -1.2 0.1
H -1.672 -2.319 2.419 0.3 0.4 0.0
```
Positions in Å, forces in eV/Å.

Summary:
HOMO level in eV: -8.800
Energy in Eh: -582.253918
SMILES: CCc1ccccc1.Cc1ccccc1
Orbital gap in eV: 9.6
Spin multiplicity: 1
Total charge: 0

2.
C15H18KN3O2S | ωB97M-V/def2-TZVPD

Geometry as XYZ:
```
40
Properties=species:S:1:pos:R:3:forces:R:3
K 0.294 0.068 0.713 -0.7 -0.7 -0.1
O 0.427 2.077 1.477 0.4 2.2 0.8
C 1.591 2.585 1.372 0.0 0.4 0.1
C 2.338 2.942 2.545 0.0 0.1 -0.1
C 3.530 3.620 2.489 0.0 0.0 -0.1
C 4.098 3.969 1.253 -0.2 -0.1 0.1
C 3.449 3.565 0.106 0.1 -0.1 -0.2
C 2.247 2.843 0.113 -0.1 -0.1 0.1
C 1.682 2.354 -1.157 0.0 0.1 0.2
N 0.798 1.383 -1.332 0.2 0.3 -1.0
C 0.647 1.235 -2.701 0.0 0.0 0.3
C 1.440 2.114 -3.364 0.1 0.1 0.2
N 2.089 2.820 -2.372 0.1 0.1 -0.2
H 1.883 2.692 3.496 0.0 0.0 0.0
H 4.037 3.889 3.410 0.0 0.0 0.0
H 5.026 4.520 1.198 0.0 0.0 0.0
H 3.924 3.796 -0.845 0.0 0.0 0.0
H -0.030 0.507 -3.120 0.0 0.0 0.0
H 1.597 2.307 -4.411 0.0 0.0 0.1
H 2.751 3.561 -2.517 -0.1 0.0 0.0
O 0.517 -2.186 0.688 -0.2 -2.3 -0.4
S -0.149 -2.944 -0.436 0.2 0.0 0.1
C 0.200 -4.721 -0.201 0.1 0.0 0.1
C -1.000 -5.360 0.492 0.0 0.0 0.0
C -2.218 -4.647 -0.087 0.1 0.0 0.0
C -1.897 -3.162 0.020 -0.1 0.0 0.1
H 1.130 -4.742 0.365 0.0 -0.1 0.0
H 0.373 -5.149 -1.191 0.0 0.0 0.0
H -0.944 -5.191 1.569 0.0 0.0 0.0
H -1.029 -6.437 0.325 0.0 0.0 0.0
H -3.143 -4.890 0.437 0.0 0.0 0.0
H -2.353 -4.931 -1.134 0.0 0.0 0.0
H -1.931 -2.809 1.053 -0.1 0.0 0.0
H -2.509 -2.507 -0.594 0.0 0.0 0.0
C -5.223 1.409 0.436 0.2 -0.2 0.0
C -4.012 0.588 0.299 -0.1 0.3 0.0
N -3.046 -0.023 0.192 -0.1 0.0 0.0
H -5.290 2.110 -0.393 0.0 0.0 0.0
H -5.186 1.969 1.368 0.1 0.0 0.0
H -6.108 0.777 0.437 0.0 0.0 0.0
```
Positions in Å, forces in eV/Å.

Summary:
HOMO level in eV: -6.057
Energy in Eh: -1895.249666
Orbital gap in eV: 6.2
Spin multiplicity: 1
Total charge: 0

3.
C15H18N2O4S | ωB97M-V/def2-TZVPD

Geometry as XYZ:
```
40
Properties=species:S:1:pos:R:3:forces:R:3
C 3.936 1.139 5.294 0.1 0.1 -0.4
C 4.659 1.453 3.987 0.1 -0.1 0.4
O 3.794 1.970 2.996 -0.1 0.1 -0.1
C 2.954 1.138 2.324 -0.2 0.0 -0.2
C 2.073 1.761 1.437 0.3 -0.1 0.3
C 1.184 1.031 0.679 -0.1 0.0 -0.1
C 1.155 -0.357 0.790 0.2 0.2 0.2
C 2.030 -0.981 1.669 -0.2 0.1 -0.2
C 2.922 -0.249 2.432 0.2 0.2 0.2
H 3.584 -0.777 3.098 0.1 0.0 0.1
H 2.018 -2.059 1.765 0.0 -0.1 0.0
N 0.275 -1.166 0.051 0.1 -0.3 0.1
C -0.654 -0.796 -0.859 -0.2 -0.6 -0.1
O -0.903 0.334 -1.211 0.1 0.3 0.0
C -1.414 -2.002 -1.435 -0.1 0.1 -0.1
N -2.339 -1.518 -2.443 0.4 -0.3 0.6
C -2.096 -1.851 -3.760 -0.2 0.0 -0.4
O -1.120 -2.481 -4.086 0.1 -0.1 -0.1
C -3.161 -1.406 -4.724 0.0 0.4 -0.1
H -2.855 -1.631 -5.743 0.0 -0.1 0.1
S -3.305 0.394 -4.553 -0.1 -0.1 0.2
C -3.957 0.364 -2.852 -0.1 0.1 -0.3
C -3.349 -0.695 -1.954 -0.4 -0.1 -0.2
O -3.724 -0.811 -0.814 0.0 0.1 0.1
C -3.717 1.723 -2.197 0.0 0.0 0.0
H -2.648 1.891 -2.090 0.0 0.0 0.0
H -4.174 1.737 -1.211 0.0 0.0 0.0
H -4.147 2.511 -2.810 -0.1 0.1 0.0
H -5.034 0.167 -2.917 0.2 -0.1 0.1
H -4.128 -1.863 -4.507 0.1 -0.1 0.0
H -1.974 -2.500 -0.639 0.1 0.0 -0.1
H -0.728 -2.699 -1.921 -0.1 0.1 0.1
H 0.366 -2.155 0.239 -0.1 0.1 -0.1
H 0.512 1.528 0.001 0.0 0.0 0.0
H 2.107 2.835 1.357 0.0 0.1 0.0
H 5.194 0.571 3.613 0.0 0.1 0.0
H 5.388 2.251 4.150 0.0 -0.2 0.0
H 4.652 0.796 6.035 0.1 -0.1 0.1
H 3.182 0.370 5.147 -0.1 -0.1 0.1
H 3.443 2.035 5.665 0.0 0.1 0.1
```
Positions in Å, forces in eV/Å.

Summary:
HOMO level in eV: -8.068
Energy in Eh: -1391.097104
SMILES: CCOc1ccc(NC(=O)CN2C(=O)CS[C@H](C)C2=O)cc1
Orbital gap in eV: 8.7
Spin multiplicity: 1
Total charge: 0

4.
C15H18N3O | ωB97M-V/def2-TZVPD

Geometry as XYZ:
```
37
Properties=species:S:1:pos:R:3:forces:R:3
C 2.173 -3.447 5.169 -0.3 0.1 -0.3
C 0.865 -3.952 5.184 0.1 0.3 -0.3
C -0.092 -3.433 4.308 0.2 0.0 0.0
C 0.251 -2.426 3.391 0.1 -0.1 0.4
C -0.820 -1.895 2.487 -0.8 -0.2 0.5
N -0.375 -1.182 1.392 -0.3 0.1 -0.5
N -1.330 -0.737 0.427 0.2 -0.4 0.3
O -2.021 -2.025 2.711 1.2 0.2 -0.4
C 1.551 -1.906 3.396 0.1 -0.3 0.2
C 2.513 -2.419 4.279 -0.3 -0.1 -0.1
H 2.920 -3.857 5.851 -0.2 0.2 -0.2
H 0.586 -4.751 5.875 0.1 0.3 -0.2
H -1.114 -3.810 4.322 0.3 0.1 0.0
H 0.534 -1.371 1.001 -0.1 0.0 0.2
H -1.829 -1.576 0.111 -0.1 0.3 0.2
H -2.017 -0.201 0.967 0.2 -0.2 -0.3
H 1.804 -1.092 2.715 0.1 -0.2 0.3
H 3.528 -2.017 4.269 -0.3 -0.1 0.0
C -0.660 -0.039 -4.003 -0.4 -0.3 -0.5
N -0.035 0.805 -2.969 1.5 -1.7 1.7
C -0.300 2.225 -2.957 -0.3 1.4 0.1
C 0.489 3.094 -3.718 0.1 -0.3 0.0
C 0.223 4.466 -3.705 -0.2 -0.2 0.2
C -0.843 4.966 -2.948 0.1 -0.3 0.0
C -1.646 4.091 -2.207 0.3 -0.1 -0.2
C -1.376 2.719 -2.213 0.1 -0.3 0.0
C 0.722 0.213 -2.076 -1.1 1.4 -1.4
H -1.282 0.599 -4.633 0.1 -0.2 0.1
H 0.106 -0.531 -4.614 -0.1 0.3 0.2
H -1.278 -0.816 -3.535 0.1 0.3 0.0
H 1.314 2.685 -4.306 -0.2 0.2 0.1
H 0.854 5.141 -4.285 -0.2 -0.2 0.2
H -1.049 6.036 -2.935 0.1 -0.3 0.0
H -2.481 4.469 -1.617 0.3 -0.1 -0.2
H -1.988 2.017 -1.641 0.1 0.3 -0.1
H 1.215 0.820 -1.314 -0.2 -0.2 -0.2
H 0.886 -0.862 -2.177 -0.1 0.3 0.2
```
Positions in Å, forces in eV/Å.

Summary:
HOMO level in eV: -11.581
Energy in Eh: -821.614496
Orbital gap in eV: 6.8
Spin multiplicity: 1
Total charge: +1

5.
C15H18N4O3 | ωB97M-V/def2-TZVPD

Geometry as XYZ:
```
40
Properties=species:S:1:pos:R:3:forces:R:3
C 2.686 1.971 0.077 -2.0 0.7 -0.3
C 1.101 2.041 0.355 1.9 -2.9 1.0
C 3.005 1.160 -1.165 0.6 0.5 -1.3
C 3.172 -0.291 -1.029 -0.1 -3.9 1.3
C 4.235 -1.077 -1.462 -0.5 2.1 0.7
C 2.827 -2.380 -0.333 0.5 2.8 -0.5
C -0.752 0.453 0.906 -0.3 0.5 1.6
C -0.747 -0.798 1.810 -0.9 -0.6 -2.4
C -1.293 0.221 -0.536 3.9 -0.5 -0.3
C -2.723 0.116 -0.606 -2.9 -1.3 -0.6
C -3.572 1.186 -0.967 0.6 -1.3 -0.4
C -3.308 -1.155 -0.372 -1.6 1.0 -0.3
C -4.943 0.965 -1.059 -0.6 0.7 -0.4
C -4.721 -1.380 -0.594 3.3 1.6 0.2
C -5.517 -0.293 -0.968 -0.9 -1.8 0.5
H 2.913 0.821 1.633 -0.1 -0.7 1.1
H 3.530 2.403 1.891 -0.4 -2.6 -1.4
H 2.876 3.010 -0.118 0.4 0.4 -0.3
H 2.243 1.312 -1.929 -0.2 0.4 -0.1
H 3.966 1.531 -1.614 -0.8 -0.2 0.4
H 5.180 -0.665 -1.888 -0.9 -1.0 0.3
H 2.449 -3.215 0.167 -0.4 -1.2 0.5
H 4.714 -3.026 -1.052 1.0 -1.7 0.0
H 1.359 0.122 0.633 -1.0 -1.1 0.2
H -1.435 1.168 1.464 1.2 -0.1 -0.9
H -0.651 -0.671 -0.943 -1.6 1.1 0.7
H -0.854 1.054 -1.140 -0.7 -0.2 0.6
H -3.100 2.051 -1.431 -0.3 0.3 0.7
H -2.640 -1.941 -0.021 -0.3 -0.1 -0.3
H -5.612 1.803 -1.252 0.3 -0.1 -0.3
H -5.003 -2.392 -0.500 -0.9 -0.8 0.0
H -6.603 -0.559 -1.177 1.4 1.0 0.3
H -1.916 -2.042 2.630 0.1 0.9 0.0
N 3.447 1.543 1.213 1.0 2.8 1.4
N 2.247 -1.180 -0.292 2.7 0.4 -1.9
N 4.019 -2.354 -1.002 -1.4 1.6 -0.1
N 0.647 0.821 0.829 0.4 2.1 -0.3
O 0.461 3.035 0.276 -1.3 2.0 -0.5
O 0.162 -1.574 1.733 0.0 -0.5 1.1
O -1.953 -1.088 2.374 0.7 -0.5 0.2
```
Positions in Å, forces in eV/Å.

Summary:
HOMO level in eV: -8.650
Energy in Eh: -1027.123701
SMILES: N[C@@H](Cc1c[nH]cn1)C(=O)N[C@@H](Cc1ccccc1)C(=O)O
Orbital gap in eV: 9.3
Spin multiplicity: 1
Total charge: 0

6.
C15H18N4O4 | ωB97M-V/def2-TZVPD

Geometry as XYZ:
```
41
Properties=species:S:1:pos:R:3:forces:R:3
C -2.880 -1.534 0.734 1.2 -0.1 0.6
C -1.810 -2.097 -0.272 0.1 1.4 1.9
C -3.895 -0.664 -0.025 1.0 -0.8 -1.6
C -3.320 0.699 -0.474 0.1 -0.3 0.6
C 0.481 -1.948 -0.933 -0.2 -0.3 -1.7
C 1.678 -2.707 -0.446 -0.9 -1.2 -1.1
C 0.947 -0.593 -1.459 0.4 0.5 -1.5
C 2.001 0.142 -0.664 -4.4 1.3 1.0
C 3.303 0.071 -0.686 2.2 -1.0 -1.2
C 1.665 1.339 0.166 1.9 0.8 -1.3
C 2.898 2.022 0.417 0.6 -2.7 -1.3
C 0.523 1.976 0.602 -0.5 0.1 2.6
C 3.067 3.209 1.109 0.4 -0.8 -0.3
C 0.666 3.040 1.514 1.0 1.3 -0.5
C 1.925 3.726 1.640 -1.5 -0.6 0.7
H -2.401 -1.268 2.794 -0.4 -0.4 0.4
H -2.502 0.164 1.917 0.2 -1.1 0.1
H -3.471 -2.385 1.058 0.1 -0.3 0.1
H -4.622 -0.500 0.735 -1.1 0.5 0.0
H -4.244 -1.299 -0.908 0.2 1.0 1.3
H -2.570 -0.169 -2.079 0.0 -1.8 -0.9
H -2.863 1.382 -2.429 -0.2 1.9 -0.8
H -0.376 -1.416 1.003 0.0 -0.7 -1.7
H -0.096 -2.421 -1.784 1.3 0.0 0.7
H 1.366 -0.808 -2.507 -0.6 0.5 1.4
H 0.033 0.061 -1.565 1.0 -0.6 0.0
H 3.933 -0.643 -1.177 0.1 -0.3 -0.2
H 4.853 1.193 0.209 -1.3 -0.2 -0.8
H -0.415 1.461 0.601 -0.6 -0.1 -0.4
H 4.056 3.603 1.314 -0.1 0.2 -0.2
H -0.124 3.465 2.162 0.1 -0.6 -1.0
H 1.999 4.598 2.272 -0.2 0.1 0.1
H 3.089 -3.738 -1.133 0.5 -0.4 0.1
N -2.278 -0.851 1.901 0.0 1.3 -1.5
N -2.715 0.727 -1.729 -0.2 -0.6 2.4
N -0.493 -1.895 0.063 -2.4 1.0 2.7
N 3.882 1.159 -0.168 1.9 2.9 2.6
O -2.225 -2.578 -1.295 0.1 -0.6 -1.3
O -3.324 1.615 0.328 -0.2 0.1 -0.8
O 1.902 -2.894 0.711 0.8 -0.1 -0.1
O 2.360 -3.248 -1.515 -0.3 0.8 1.0
```
Positions in Å, forces in eV/Å.

Summary:
HOMO level in eV: -8.027
Energy in Eh: -1102.409260
SMILES: NC(=O)C[C@H](N)C(=O)N[C@@H](Cc1c[nH]c2ccccc12)C(=O)O
Orbital gap in eV: 8.7
Spin multiplicity: 1
Total charge: 0